23
Properties=species:S:1:pos:R:3:forces:R:3 method="wB97M-V/def2-TZVPD" max_force_ha_per_bohr=0.037 charge=0 mol_weight_g_mol=129.16 relative_energy_kcal_mol=31.6 smiles="C=NCC.O.O.O.O" lumo_ha=0.020 homo_lumo_gap_ev=10.127
C 1.419 -0.360 1.236 1.27 1.37 0.38
C 1.610 -1.686 -0.711 0.52 1.36 1.21
H -0.706 -0.878 -2.018 -0.18 0.09 0.07
O -2.358 1.391 -0.669 -0.93 -0.79 -0.32
H -1.451 1.591 -0.950 0.27 0.29 0.54
O -2.852 -1.268 0.743 0.13 0.20 0.15
H 2.285 -0.657 1.855 -0.44 -0.16 -0.03
H 1.636 -1.734 -1.792 0.56 -0.50 0.11
O -0.628 -1.681 -1.492 -0.63 -0.24 -0.19
H -1.440 -1.752 -0.971 -0.01 0.11 0.03
O 0.270 1.630 -1.571 -1.24 -0.61 0.07
H 0.704 2.396 -1.927 0.69 0.06 0.01
H 2.005 1.661 0.864 -0.10 0.33 -0.05
N 1.799 -0.550 -0.163 -1.12 -0.25 -0.88
H -2.611 1.702 0.202 0.65 0.48 -0.10
H 0.232 1.494 1.175 0.28 0.21 0.09
H 1.410 -2.537 -0.063 -0.30 -0.43 -0.49
C 1.240 1.186 1.469 0.21 -1.51 0.37
H -2.830 -0.435 0.253 -0.01 0.13 -0.42
H 0.515 -0.879 1.558 0.09 -0.35 -0.25
H -2.559 -0.988 1.618 0.00 -0.30 0.03
H 1.453 1.395 2.525 -0.36 0.18 -0.25
H 0.856 0.960 -1.173 0.66 0.31 -0.09


9
Properties=species:S:1:pos:R:3:forces:R:3 method="wB97M-V/def2-TZVPD" max_force_ha_per_bohr=0.129 charge=+3 mol_weight_g_mol=220.96 relative_energy_kcal_mol=102.0 lumo_ha="-0.568 / -0.562" homo_lumo_gap_ev="6.078 / 6.267"
C 1.433 -1.411 1.251 -1.73 -2.64 -2.34
H -0.571 -2.586 2.368 1.07 1.29 2.30
H -0.740 -0.588 2.838 0.08 -0.39 0.82
C 0.773 2.312 -2.502 1.24 1.49 -0.79
O 2.559 -1.495 1.190 -0.66 0.66 0.79
O 0.075 1.508 -2.107 -1.44 -1.78 0.99
C -0.094 -1.646 1.056 4.04 3.56 -3.84
La -1.382 -0.361 -0.953 0.54 -0.29 0.18
C -0.178 -1.410 2.392 -3.14 -1.91 1.89


17
Properties=species:S:1:pos:R:3:forces:R:3 method="wB97M-V/def2-TZVPD" max_force_ha_per_bohr=0.057 charge=0 mol_weight_g_mol=98.14 relative_energy_kcal_mol=54.6 smiles="C=CC(=C)C=C.O" lumo_ha=0.027 homo_lumo_gap_ev=9.504
H 1.346 2.110 0.246 -0.39 0.09 -0.26
H -0.973 3.184 -5.231 -0.02 -0.04 0.08
H -0.819 1.269 1.112 -0.34 -0.21 -0.40
H -1.450 0.108 3.136 -0.59 0.07 -0.58
C 1.146 1.089 0.526 0.11 -1.26 -0.14
C -1.074 -0.782 2.644 0.07 -0.20 0.15
O -0.769 3.562 -6.090 0.28 0.06 -0.08
H -1.478 -1.734 2.967 0.63 -0.04 0.59
H -0.939 -3.012 1.000 -0.15 -0.16 -0.07
H 1.795 -1.710 1.533 0.15 -0.36 -0.29
C -0.016 0.561 0.927 1.28 1.69 2.03
H 0.622 -3.988 1.069 0.22 0.04 -0.33
C 0.741 -1.870 1.340 -1.33 0.29 0.75
H 1.995 0.412 0.507 0.22 0.21 -0.08
C -0.122 -0.696 1.711 -0.33 -0.08 -1.55
C 0.136 -3.023 1.086 0.44 -0.08 0.17
H 0.196 3.619 -6.112 -0.26 -0.02 0.00


52
Properties=species:S:1:pos:R:3:forces:R:3 method="wB97M-V/def2-TZVPD" max_force_ha_per_bohr=0.017 charge=0 mol_weight_g_mol=431.40 relative_energy_kcal_mol=2.3 smiles="CC[C@@H]1CCCCN1CCNC(=O)CCS(=O)(=O)c1ccc(Br)cc1" lumo_ha=0.016 homo_lumo_gap_ev=8.598
C -1.002 1.304 0.496 0.38 -0.24 0.05
C 0.221 0.556 1.062 -0.28 0.11 -0.37
O 5.419 0.320 1.415 -0.30 0.10 0.15
N 1.457 1.299 0.976 -0.18 0.15 0.39
C 3.863 -1.255 -0.001 0.46 0.43 0.02
O 6.334 -0.614 -0.678 -0.13 -0.05 -0.36
S 5.215 -0.073 0.043 0.23 -0.02 -0.22
C -4.143 0.950 -1.693 0.13 0.22 0.00
H 4.215 1.030 -1.822 0.02 0.00 -0.09
C -4.137 -0.640 1.048 0.28 0.16 0.19
C -2.707 0.694 -2.136 -0.09 -0.21 0.15
H -4.319 -1.226 0.148 -0.13 -0.02 -0.09
H 1.711 1.905 1.739 0.16 -0.07 -0.10
H 5.468 2.022 -1.022 0.16 -0.07 0.05
H -0.686 1.836 -0.412 -0.02 0.06 0.05
H -3.213 -0.945 2.977 0.06 0.04 0.15
C 2.226 1.251 -0.129 0.10 0.43 0.21
H -3.256 1.201 1.645 0.01 -0.06 -0.05
H -4.703 0.013 -1.707 -0.07 -0.05 -0.06
H -0.958 -0.348 -1.400 0.01 -0.12 0.02
C -3.369 -1.493 2.050 -0.21 -0.01 -0.20
H 3.859 2.129 0.988 -0.07 0.15 -0.02
H -1.348 2.048 1.218 -0.04 0.02 -0.06
H -3.918 -2.404 2.274 -0.02 -0.11 0.10
Br 0.063 -3.880 -0.212 0.07 0.04 0.00
H 3.452 -1.015 2.069 -0.03 0.04 0.13
H 2.100 -3.107 -2.198 -0.01 -0.03 -0.05
C 2.018 -2.298 1.099 -0.01 -0.11 -0.10
C 3.523 -1.847 -1.201 0.02 -0.13 -0.03
H -4.636 1.640 -2.383 -0.06 -0.08 0.00
H -2.400 -1.760 1.639 0.12 -0.06 0.03
H -2.686 0.218 -3.118 0.06 0.02 -0.06
O 1.923 0.602 -1.113 -0.17 0.05 -0.31
H 0.352 -0.349 0.467 -0.05 0.04 0.14
C 3.136 -1.484 1.150 0.10 0.06 0.10
H 0.042 0.275 2.100 -0.01 -0.06 -0.01
H -3.672 2.522 -0.312 -0.02 0.07 0.01
C -4.148 1.538 -0.284 0.05 -0.19 0.09
H -2.175 1.646 -2.214 0.05 0.04 -0.05
H 4.129 -1.666 -2.074 0.02 0.00 -0.17
C 3.519 2.056 -0.047 -0.14 -0.03 -0.11
H 1.427 -2.485 1.983 -0.03 -0.01 0.05
C -3.373 0.647 0.705 -0.39 0.06 0.03
H 3.320 3.062 -0.426 0.01 -0.05 0.00
H -2.482 -1.188 -1.104 0.05 -0.08 -0.10
C -2.003 -0.206 -1.114 0.05 0.09 -0.23
C 1.652 -2.852 -0.118 -0.08 -0.04 0.07
C 2.402 -2.654 -1.267 0.04 0.02 0.00
H -5.107 -0.362 1.465 -0.08 0.00 -0.09
N -2.036 0.329 0.235 0.00 0.14 0.20
C 4.599 1.388 -0.870 0.00 -0.70 0.50
H -5.172 1.671 0.069 -0.03 0.08 0.05


33
Properties=species:S:1:pos:R:3:forces:R:3 method="wB97M-V/def2-TZVPD" max_force_ha_per_bohr=0.016 charge=0 mol_weight_g_mol=198.17 relative_energy_kcal_mol=43.8 smiles=O.O.O.O.O.O.O.O.O.O.O lumo_ha=-0.028 homo_lumo_gap_ev=8.988
H -1.717 -0.844 -3.519 -0.12 -0.20 -0.25
H 1.875 1.385 -2.770 0.18 0.23 0.14
H 0.456 0.595 3.597 0.25 -0.37 0.16
H -0.047 2.178 -3.460 0.09 0.08 -0.31
O -2.851 1.597 0.779 -0.33 0.24 -0.09
H 0.351 -0.296 0.552 0.34 -0.25 0.11
O 0.184 -2.276 -1.140 0.38 -0.26 0.45
H -2.190 -2.969 2.926 -0.19 -0.08 0.12
H -0.438 -1.728 -1.619 -0.59 0.40 -0.29
H -1.097 2.686 -2.495 -0.25 0.39 0.12
H -0.104 0.602 -0.578 0.18 0.00 -0.52
H 0.820 -2.550 -1.801 0.19 -0.19 -0.22
O -0.017 0.569 0.374 -0.69 -0.25 0.13
O -0.045 1.300 3.187 -0.49 0.46 0.09
H 1.327 -1.425 2.676 0.13 -0.21 -0.40
H 1.576 -1.864 0.073 -0.42 -0.20 -0.47
O -1.574 -0.628 -2.597 -0.01 -0.44 0.11
H 0.566 3.356 -0.712 -0.02 0.11 -0.09
O 1.010 3.044 0.077 0.30 0.76 -0.13
O -1.356 -2.599 2.637 0.27 -0.14 0.00
O 1.460 -1.004 3.525 0.10 0.12 0.34
O 2.290 -1.743 0.700 0.13 0.24 0.47
H 0.666 2.161 0.213 0.10 -0.30 0.26
H -1.589 -2.021 1.910 -0.08 0.20 -0.14
H 0.160 1.229 2.255 0.08 0.17 -0.08
H 2.885 -2.473 0.530 0.19 -0.14 0.09
O -0.474 1.972 -2.628 -0.40 -0.01 0.15
H -2.082 1.040 0.905 0.51 -0.12 0.23
H 1.065 0.109 -2.677 -0.25 -0.16 -0.09
H -3.143 1.404 -0.112 -0.19 -0.08 -0.15
H 1.890 -1.671 4.059 0.04 -0.09 0.17
H -1.694 0.320 -2.551 0.22 0.48 0.04
O 1.838 0.544 -2.315 0.32 -0.41 0.05


13
Properties=species:S:1:pos:R:3:forces:R:3 method="wB97M-V/def2-TZVPD" max_force_ha_per_bohr=0.055 charge=0 mol_weight_g_mol=118.16 relative_energy_kcal_mol=0.0 smiles="CC(=S)NC(N)=O" lumo_ha=0.008 homo_lumo_gap_ev=9.197
O 0.120 1.528 2.223 -0.01 -0.11 -0.10
H 0.764 1.995 -0.823 0.14 -0.45 -1.87
C 0.253 1.312 1.039 0.23 0.34 -0.68
H 0.906 3.124 0.511 -0.08 -0.47 -0.40
N -0.072 0.009 0.558 -0.14 0.19 1.17
H -1.649 -2.013 -0.345 1.10 -0.12 -0.18
H -0.410 -2.512 -1.540 0.10 -0.04 -0.05
H -0.033 -2.560 0.203 0.23 -0.36 0.36
N 0.695 2.206 0.124 -0.25 0.64 2.76
C -0.067 -0.587 -0.636 0.28 -0.43 -1.42
C -0.543 -2.032 -0.582 -1.41 0.95 0.03
S 0.402 0.075 -2.091 -0.23 -0.18 0.63
H -0.365 -0.545 1.360 0.01 0.05 -0.25


118
Properties=species:S:1:pos:R:3:forces:R:3 method="wB97M-V/def2-TZVPD" max_force_ha_per_bohr=0.048 charge=0 mol_weight_g_mol=1319.83 lumo_ha="-0.023 / -0.027" homo_lumo_gap_ev="6.026 / 5.840" spin_multiplicity=2
H -2.715 -5.273 -0.646 0.04 -0.20 0.07
H 0.017 4.427 -0.357 0.01 -0.10 -0.21
C -3.006 0.398 -0.695 0.27 -0.33 -0.09
C -2.900 -4.358 -1.197 0.05 0.12 -0.05
H 4.671 2.534 -2.828 0.03 0.01 -0.02
H -3.255 1.102 -4.001 0.04 0.02 -0.04
C 1.727 3.362 3.015 -0.16 -0.08 -0.04
Se 8.074 -1.319 1.018 1.01 -1.53 -1.66
Se 6.522 1.629 -0.670 -0.44 -0.59 0.54
H -4.540 -0.582 0.451 -0.01 -0.07 0.05
C -0.412 2.573 1.496 -0.18 0.32 0.12
H 2.593 3.623 3.600 0.09 0.02 0.02
C 1.767 2.268 2.180 0.65 0.20 0.52
C -0.544 -3.478 2.886 0.15 0.12 -0.09
C 1.766 -1.966 -2.647 0.00 0.14 0.11
H -0.300 -5.969 2.064 -0.03 -0.06 0.03
C -2.936 -0.202 4.445 -0.10 0.04 0.14
H -0.045 -4.186 3.549 -0.02 -0.08 0.06
H -6.080 -0.811 -1.424 -0.09 -0.01 0.01
H -1.364 -0.878 3.155 0.05 -0.04 -0.03
H 4.877 -2.582 2.793 -0.46 0.23 0.29
C -0.919 -5.384 1.381 0.02 0.10 -0.22
P -1.089 -2.560 0.299 -0.70 -1.09 -0.62
N 0.349 -0.329 -1.680 -0.42 -0.01 -0.17
H -4.618 0.624 5.480 -0.04 0.01 0.08
C -0.206 -0.239 -4.045 0.01 -0.12 0.31
C 3.941 -1.279 4.252 -0.09 -0.16 -0.30
H -3.917 -4.405 -1.587 -0.12 -0.07 -0.06
Se 3.046 0.193 0.001 1.29 0.79 -1.36
C 2.899 -1.984 2.187 -0.25 0.59 0.15
H 3.009 -3.423 -3.573 0.08 -0.07 -0.10
P 1.153 2.572 -1.438 -0.24 0.52 -1.12
H 0.913 3.428 -4.227 0.03 0.11 -0.03
H -2.286 2.727 0.789 0.25 -0.05 0.05
H -3.532 -4.079 1.479 -0.01 -0.17 0.08
H -0.677 -0.047 -6.108 -0.02 -0.07 -0.07
C -3.720 -3.196 0.878 0.09 0.17 -0.05
O 0.867 -0.883 1.494 -0.26 -1.35 1.76
H -1.947 -5.458 1.729 -0.10 -0.06 -0.01
C -4.577 1.222 3.425 -0.05 0.11 -0.01
H -3.081 -2.273 -0.938 0.14 -0.13 0.12
H -3.592 -2.330 1.525 -0.08 0.08 0.13
H -2.549 -0.716 5.314 0.02 -0.04 0.04
C 0.363 -4.054 -1.574 -0.02 -0.02 -0.14
Cl 5.313 -1.294 5.314 -0.21 0.00 0.13
C -2.749 0.367 2.111 0.37 -0.44 0.03
C 1.792 -1.117 2.407 0.94 -0.22 1.00
C 0.588 2.400 -4.180 -0.08 -0.21 -0.09
H 0.654 -3.956 1.178 -0.23 0.09 0.00
C 3.982 -2.007 3.076 0.02 -0.22 -0.04
C 0.286 0.368 -2.871 -0.23 1.04 -1.31
C 3.632 2.219 -2.762 -0.10 -0.16 0.07
H -0.070 -2.512 3.033 -0.09 -0.01 0.07
C 1.772 -0.429 3.638 -0.44 -0.21 -0.43
C -2.667 0.853 -1.964 0.15 0.12 0.03
C 0.543 4.090 3.089 0.03 -0.16 -0.12
C 3.058 -2.691 0.920 0.59 -0.40 -0.49
H -1.590 -3.409 3.186 -0.10 0.00 0.04
C 0.120 4.195 -1.430 -0.03 -0.22 0.37
C 2.810 -0.520 4.544 0.31 -0.14 0.00
C 0.140 1.770 -5.320 -0.05 0.18 -0.07
H 2.698 4.111 -2.559 -0.15 -0.07 0.11
C -4.250 -0.203 -0.516 -0.01 0.10 0.07
H -5.477 1.817 3.495 -0.04 0.02 0.02
H -0.845 -5.851 0.405 -0.05 -0.04 -0.05
H 2.925 4.372 -0.095 -0.04 0.19 0.05
Sb 5.498 -0.159 0.642 2.31 0.37 -0.37
C -4.092 0.554 4.540 0.03 -0.11 0.07
C 3.518 3.627 -0.627 -0.11 -0.07 0.01
H -4.756 -3.229 0.544 -0.14 -0.03 -0.01
H 0.912 5.284 -3.147 0.06 0.03 -0.10
C 0.660 -1.691 -1.825 0.07 -1.38 -0.33
H 0.108 2.304 -6.257 -0.02 0.02 -0.13
C 0.640 1.733 -2.960 -0.12 -0.38 0.30
H 1.648 -5.324 -2.709 0.01 -0.12 -0.03
C 1.391 -4.305 -2.460 -0.02 -0.14 0.06
H 3.621 1.226 -2.302 0.13 0.20 -0.17
C -2.774 -3.126 -0.317 0.27 0.12 -0.05
C 0.740 5.431 -2.084 0.09 -0.10 0.16
H 0.921 0.209 3.853 0.04 -0.03 0.01
Se 7.426 -0.155 2.677 -0.53 1.34 1.94
H -1.700 1.297 -2.136 -0.07 0.00 0.03
C -5.126 -0.328 -1.579 -0.12 -0.05 -0.02
H 0.465 4.942 3.749 -0.04 0.09 0.00
Ti 0.884 0.224 0.050 -1.26 1.55 0.05
H 4.106 -3.073 0.726 -0.61 0.08 0.17
H -0.152 -4.891 -1.133 0.00 -0.08 0.02
H 2.346 -1.115 -3.000 -0.10 -0.19 -0.05
H -4.288 1.681 1.362 -0.03 -0.02 -0.02
P -1.709 0.395 0.590 -0.90 1.48 0.28
C -0.411 -3.943 1.432 0.07 0.38 0.08
H -1.474 4.227 2.367 -0.06 0.00 -0.01
O 2.189 -2.834 0.092 0.81 -0.53 0.68
H -1.229 3.628 -3.031 -0.09 0.00 -0.07
N -1.448 2.157 0.693 -0.29 0.02 -0.14
H 2.675 1.669 2.100 -0.39 0.24 -0.01
N 0.733 1.877 1.429 -0.29 0.25 0.26
C -0.286 0.451 -5.232 0.05 -0.05 -0.06
H 3.211 2.136 -3.763 0.04 -0.01 -0.07
C -0.534 3.696 2.327 0.04 -0.02 0.03
H -1.816 4.943 -2.027 -0.02 0.13 0.05
H -5.462 0.029 -3.664 -0.07 -0.01 -0.07
H 2.763 0.028 5.473 0.02 0.08 0.10
H -1.866 3.296 -1.419 0.00 -0.03 -0.08
C -1.280 3.995 -2.008 -0.03 -0.08 0.12
H -0.534 -1.268 -4.000 0.00 -0.03 -0.01
C -2.270 -0.294 3.234 0.14 -0.05 -0.10
C 2.838 3.226 -1.935 -0.07 -0.27 0.37
H -2.221 -4.310 -2.044 0.01 -0.04 -0.09
C 2.139 -3.252 -2.960 -0.09 0.14 -0.04
H 4.519 4.013 -0.797 0.09 0.04 0.02
H 0.039 6.262 -1.986 -0.03 0.01 0.03
C -0.017 -2.763 -1.203 -0.04 0.52 -0.13
C -4.777 0.138 -2.836 -0.04 0.01 -0.01
H 3.597 2.750 0.020 0.21 0.22 -0.06
C -3.905 1.140 2.220 0.07 0.00 -0.04
H 1.670 5.733 -1.608 0.10 0.00 -0.05
C -3.545 0.740 -3.025 -0.06 0.00 -0.09


18
Properties=species:S:1:pos:R:3:forces:R:3 method="wB97M-V/def2-TZVPD" max_force_ha_per_bohr=0.135 charge=+1 mol_weight_g_mol=225.05 relative_energy_kcal_mol=55.3 lumo_ha=-0.164 homo_lumo_gap_ev=8.909
C -0.961 -1.681 -0.818 2.88 -0.09 0.71
I -0.445 -1.107 2.492 0.14 0.12 -0.01
C 1.596 -1.582 -0.554 -0.18 -2.27 0.23
H 0.080 2.852 -0.930 -0.33 -0.82 0.22
N -0.548 1.914 1.650 0.76 -2.30 -0.56
H 2.442 -1.209 0.035 -0.18 -0.24 -0.58
C -0.124 1.317 0.557 1.08 -6.18 3.01
C 0.381 -1.146 -0.277 -1.40 0.37 -0.73
H -0.609 1.318 2.550 -0.09 1.41 -1.68
H 1.610 -2.600 -1.069 0.62 1.87 0.14
H -0.477 1.233 -1.444 -0.40 -0.42 -0.79
H -1.308 -1.221 -1.685 0.29 0.35 -2.34
H 1.164 1.578 -1.022 2.65 -1.04 -0.59
H -0.772 -2.738 -0.873 -0.94 -0.50 -0.38
C 0.185 1.748 -0.789 -2.24 3.11 0.57
H -0.711 2.886 1.618 -0.25 1.20 0.34
H -1.744 -1.352 -0.219 -1.31 -0.30 1.99
N 0.240 -0.210 0.779 -1.11 5.71 0.44